16
Properties=species:S:1:pos:R:3:forces:R:3 method="wB97M-V/def2-TZVPD" gap_ev=10.8 e_tot_ha=-325.8281 homo_ev=-9.9 multiplicity=1 largest_force_ev_per_a=3.9
C -0.438769 0.408900 1.573656 -0.49 1.55 -0.17
C 0.056531 0.075219 0.191559 -0.37 -0.49 -0.75
C -0.759225 0.956509 -0.715758 -0.57 2.47 0.71
C 1.562781 0.013933 -0.081003 0.15 0.30 0.00
O 1.360876 -1.078624 -1.016302 0.14 -0.27 -0.04
C 0.046245 -1.212313 -0.648885 -0.05 -0.79 1.01
N -0.807568 -2.076642 -0.965107 0.47 0.13 0.47
H -1.467128 0.091401 1.752998 0.06 -0.35 -0.12
H 0.205440 0.009793 2.390765 -0.42 0.92 -0.44
H -0.632249 1.613219 1.342903 1.22 -2.86 2.44
H -1.743112 0.480884 -0.851050 0.28 0.31 -0.03
H -0.934275 1.945088 -0.022785 0.29 -1.62 -2.96
H -0.276208 1.086318 -1.698178 -0.38 0.41 0.35
H 2.161902 -0.332810 0.770565 -0.17 0.13 -0.13
H 2.037011 0.872964 -0.560309 -0.05 -0.07 -0.01
H -0.372252 -2.853840 -1.463068 -0.13 0.22 -0.31